# C48H47AuO2Sb3

A structure of composition C48H47AuO2Sb3 (ωB97M-V/def2-TZVPD, OMol25).

Computed properties:
HOMO (alpha / beta) = -15.30 / -16.03 eV
F_max = 0.27 eV Å⁻¹
energy above the lowest of the compared OMol25 structures with the same formula, charge and spin = 6.95 kcal per mole
orbital gap (alpha / beta) = 0.2756 / 0.2130 Eh
E = -77908.305 eV

Structure (ORCA input):
```
! wB97M-V def2-TZVPD RIJCOSX def2/J DEFGRID3
* xyz 3 3
Au -0.281 0.969 0.813
C -3.065 3.636 0.155
C -2.635 4.343 1.444
C -2.618 3.463 2.698
Sb -0.858 2.294 2.955
C 0.710 3.641 3.296
C 1.421 4.183 2.228
C 2.402 5.132 2.476
C 2.676 5.523 3.780
C 1.975 4.969 4.843
C 0.986 4.025 4.607
C -1.106 1.145 4.679
C 0.013 0.531 5.241
C -0.133 -0.199 6.409
C -1.385 -0.318 7.001
C -2.495 0.291 6.434
C -2.363 1.026 5.264
Sb -1.512 2.616 -0.886
C -0.073 4.076 -1.330
C 1.224 3.666 -1.636
C 2.196 4.615 -1.914
C 1.876 5.967 -1.879
C 0.585 6.374 -1.573
C -0.395 5.430 -1.297
C -2.259 1.847 -2.685
C -3.023 0.683 -2.694
C -3.586 0.263 -3.890
C -3.381 0.997 -5.051
C -2.609 2.150 -5.032
C -2.035 2.584 -3.845
H -3.483 4.339 -0.568
H -3.841 2.892 0.346
H -3.355 5.144 1.626
H -1.670 4.845 1.320
H -3.481 2.797 2.738
H -2.637 4.088 3.592
H 1.214 3.884 1.206
H 2.947 5.569 1.650
H 3.437 6.268 3.971
H 2.191 5.278 5.857
H 0.438 3.600 5.440
H 0.993 0.637 4.786
H 0.728 -0.672 6.862
H -1.494 -0.888 7.914
H -3.465 0.199 6.903
H -3.236 1.500 4.833
H 1.477 2.610 -1.663
H 3.201 4.302 -2.165
H 2.634 6.707 -2.098
H 0.337 7.427 -1.557
H -1.402 5.762 -1.070
H -3.192 0.112 -1.789
H -4.191 -0.634 -3.913
H -3.829 0.667 -5.979
H -2.456 2.718 -5.940
H -1.431 3.484 -3.834
O 1.559 -0.138 -1.319
O 0.943 -0.649 -0.276
C 2.162 0.349 -4.408
C 3.660 0.274 -4.291
C 4.437 0.625 -5.397
C 5.819 0.577 -5.365
C 6.488 0.176 -4.215
C 5.754 -0.172 -3.097
C 4.355 -0.114 -3.146
Sb 3.549 -0.790 -1.346
C 4.141 0.482 0.196
C 4.833 1.619 -0.238
C 5.187 2.598 0.673
C 4.834 2.444 2.006
C 4.136 1.324 2.423
C 3.769 0.311 1.538
C 3.018 -0.873 2.086
C 3.565 -2.835 -1.027
C 4.388 -3.290 0.002
C 4.557 -4.655 0.164
C 3.899 -5.528 -0.692
C 3.091 -5.051 -1.718
C 2.915 -3.689 -1.922
C 2.073 -3.166 -3.052
H 1.828 -0.158 -5.314
H 1.840 1.389 -4.485
H 1.641 -0.101 -3.567
H 3.935 0.932 -6.306
H 6.383 0.848 -6.248
H 7.568 0.130 -4.189
H 6.278 -0.487 -2.199
H 5.107 1.736 -1.279
H 5.739 3.467 0.344
H 5.108 3.203 2.728
H 3.875 1.219 3.470
H 2.201 -0.540 2.729
H 3.674 -1.487 2.705
H 2.588 -1.512 1.318
H 4.899 -2.602 0.665
H 5.199 -5.033 0.947
H 4.024 -6.595 -0.567
H 2.596 -5.751 -2.379
H 1.741 -3.973 -3.701
H 2.645 -2.471 -3.675
H 1.181 -2.653 -2.682
*
```

Results of the Mulliken charge analysis, in e, for atoms 1 through 5: -0.013, -1.255, -0.438, -1.224, 2.114

=====

# C48H47Cl6N7O14

A cluster of 10 separate species, C48H47Cl6N7O14 in total (ωB97M-V/def2-TZVPD, OMol25).

Computed properties:
HOMO = -10.11 eV
F_max = 1.45 eV Å⁻¹
energy above the lowest of the compared OMol25 structures with the same formula, charge and spin = 0.00 kcal per mole
structure (SMILES) = O=[N+]([O-])c1ccccc1.O=[N+]([O-])c1ccccc1.O=[N+]([O-])c1ccccc1.O=[N+]([O-])c1ccccc1.O=[N+]([O-])c1ccccc1.O=[N+]([O-])c1ccccc1.O=[N+]([O-])c1ccccc1.ClCCCl.ClCCCl.ClCCCl
orbital gap = 0.3390 Eh
E = -164750.488 eV

Structure (ORCA input):
```
! wB97M-V def2-TZVPD RIJCOSX def2/J DEFGRID3
* xyz 0 1
O 5.257 -8.211 -1.653
N 5.040 -7.090 -2.066
O 5.147 -6.742 -3.218
C 4.613 -6.080 -1.090
C 4.598 -6.397 0.253
C 4.202 -5.430 1.155
C 3.852 -4.159 0.716
C 3.939 -3.831 -0.634
C 4.296 -4.812 -1.538
H 4.817 -7.401 0.591
H 4.182 -5.662 2.208
H 3.643 -3.408 1.469
H 3.661 -2.854 -0.998
H 4.326 -4.564 -2.587
O 6.934 2.735 4.049
N 5.998 2.471 3.323
O 5.052 3.194 3.124
C 6.018 1.164 2.659
C 4.835 0.705 2.124
C 4.825 -0.541 1.528
C 5.964 -1.335 1.512
C 7.138 -0.840 2.094
C 7.159 0.399 2.709
H 3.912 1.261 2.166
H 3.894 -0.945 1.138
H 5.962 -2.331 1.092
H 8.033 -1.443 1.986
H 8.067 0.789 3.142
O -0.636 2.190 -7.616
N -1.104 2.460 -6.532
O -0.918 3.496 -5.935
C -1.995 1.468 -5.929
C -2.500 1.710 -4.681
C -3.312 0.780 -4.046
C -3.671 -0.383 -4.734
C -3.117 -0.648 -5.975
C -2.285 0.285 -6.586
H -2.348 2.635 -4.152
H -3.704 0.978 -3.058
H -4.170 -1.173 -4.181
H -3.322 -1.556 -6.527
H -1.802 0.075 -7.530
O -4.548 7.298 4.967
N -5.249 6.566 4.311
O -6.426 6.351 4.515
C -4.652 5.881 3.164
C -3.324 5.514 3.223
C -2.744 4.881 2.144
C -3.501 4.643 1.005
C -4.840 5.007 0.966
C -5.421 5.632 2.049
H -2.718 5.730 4.094
H -1.701 4.592 2.135
H -3.045 4.267 0.100
H -5.423 4.762 0.088
H -6.435 5.997 1.955
O -2.582 -8.713 2.792
N -1.635 -7.944 2.872
O -0.650 -8.108 3.580
C -1.660 -6.743 2.042
C -2.869 -6.289 1.551
C -2.897 -5.241 0.645
C -1.703 -4.644 0.283
C -0.487 -5.086 0.790
C -0.465 -6.169 1.663
H -3.752 -6.874 1.777
H -3.848 -4.877 0.287
H -1.678 -3.835 -0.439
H 0.439 -4.654 0.440
H 0.487 -6.558 1.998
O 0.393 -0.744 2.914
N -0.008 -1.868 3.162
O -1.062 -2.322 2.774
C 0.865 -2.760 3.907
C 2.110 -2.328 4.313
C 2.921 -3.190 5.038
C 2.482 -4.488 5.320
C 1.235 -4.911 4.881
C 0.394 -4.023 4.235
H 2.502 -1.360 4.027
H 3.844 -2.832 5.473
H 3.130 -5.144 5.887
H 0.931 -5.943 5.016
H -0.601 -4.296 3.907
O 1.426 -1.468 0.310
N 0.607 -1.062 -0.490
O 0.029 -1.765 -1.289
C 0.255 0.358 -0.431
C -0.728 0.852 -1.274
C -1.107 2.190 -1.194
C -0.467 3.023 -0.286
C 0.502 2.528 0.577
C 0.801 1.173 0.545
H -1.225 0.212 -1.991
H -1.892 2.520 -1.859
H -0.804 4.054 -0.254
H 0.876 3.116 1.403
H 1.498 0.824 1.294
Cl 2.665 -2.708 -3.630
C 1.021 -2.685 -4.314
C 0.808 -1.648 -5.365
Cl 0.941 -0.009 -4.690
H 0.326 -2.591 -3.486
H 0.869 -3.687 -4.716
H -0.182 -1.801 -5.797
H 1.514 -1.711 -6.189
Cl -0.379 9.701 0.239
C -1.658 8.768 1.034
C -2.438 7.917 0.074
Cl -1.410 6.738 -0.776
H -2.326 9.493 1.502
H -1.240 8.180 1.849
H -2.924 8.535 -0.683
H -3.257 7.385 0.562
Cl -4.042 4.017 -2.635
C -5.234 5.294 -3.049
C -4.585 6.652 -2.967
Cl -3.297 6.884 -4.148
H -6.014 5.282 -2.293
H -5.577 5.068 -4.050
H -4.285 6.848 -1.940
H -5.352 7.389 -3.214
*
```

Results of the Mulliken charge analysis, in e, for atoms 1 through 5: -0.623, 1.045, -0.614, -0.343, -0.595

=====

# C48H48N6O21

A cluster of 9 separate species, C48H48N6O21 in total (ωB97M-V/def2-TZVPD, OMol25).

Computed properties:
HOMO = -9.50 eV
F_max = 4.34 eV Å⁻¹
energy above the lowest of the compared OMol25 structures with the same formula, charge and spin = 8.69 kcal per mole
structure (SMILES) = O=[N+]([O-])c1ccccc1.O=[N+]([O-])c1ccccc1.O=[N+]([O-])c1ccccc1.O=[N+]([O-])c1ccccc1.O=[N+]([O-])c1ccccc1.O=[N+]([O-])c1ccccc1.C[C@H]1COC(=O)O1.C[C@H]1COC(=O)O1.C[C@H]1COC(=O)O1
orbital gap = 0.3228 Eh
E = -102475.441 eV

Structure (ORCA input):
```
! wB97M-V def2-TZVPD RIJCOSX def2/J DEFGRID3
* xyz 0 1
O -20.928 1.568 -2.154
N -20.897 1.441 -3.372
O -21.792 0.949 -3.969
C -19.767 1.925 -4.105
C -19.856 2.104 -5.475
C -18.714 2.543 -6.159
C -17.479 2.709 -5.510
C -17.491 2.534 -4.084
C -18.605 2.150 -3.390
H -20.706 1.794 -6.060
H -18.850 2.561 -7.224
H -16.635 3.140 -5.970
H -16.574 2.824 -3.650
H -18.489 2.009 -2.320
O -28.139 6.256 5.758
N -27.486 7.265 5.605
O -27.822 8.288 6.195
C -26.300 7.323 4.775
C -25.819 6.114 4.248
C -24.623 6.210 3.584
C -23.993 7.350 3.265
C -24.498 8.579 3.757
C -25.651 8.574 4.503
H -26.441 5.244 4.333
H -24.233 5.225 3.191
H -23.069 7.280 2.719
H -23.974 9.512 3.472
H -26.093 9.459 4.971
O -29.542 5.369 -4.908
N -28.498 5.313 -4.211
O -28.379 5.981 -3.194
C -27.385 4.532 -4.803
C -26.292 4.441 -3.967
C -25.245 3.586 -4.327
C -25.218 3.020 -5.593
C -26.283 3.257 -6.466
C -27.477 3.854 -6.020
H -26.233 5.030 -3.043
H -24.501 3.375 -3.585
H -24.436 2.348 -5.842
H -26.317 2.772 -7.476
H -28.433 3.853 -6.524
O -26.138 7.767 -8.735
N -25.348 8.203 -7.881
O -24.152 8.332 -8.062
C -25.928 8.566 -6.578
C -25.208 9.267 -5.638
C -25.861 9.598 -4.446
C -27.220 9.355 -4.259
C -27.911 8.627 -5.145
C -27.265 8.214 -6.333
H -24.191 9.544 -5.821
H -25.317 10.180 -3.720
H -27.728 9.643 -3.343
H -28.996 8.457 -4.911
H -27.841 7.681 -6.998
O -19.511 6.349 -4.318
N -19.091 7.063 -3.395
O -18.324 7.996 -3.524
C -19.648 6.750 -2.104
C -19.757 7.747 -1.186
C -20.162 7.411 0.095
C -20.546 6.071 0.350
C -20.597 5.120 -0.675
C -20.065 5.449 -1.920
H -19.482 8.782 -1.467
H -20.435 8.133 0.838
H -20.960 5.677 1.277
H -20.952 4.115 -0.495
H -20.121 4.732 -2.661
O -24.416 5.346 -1.428
N -23.930 6.422 -1.053
O -23.923 6.775 0.082
C -23.284 7.298 -2.112
C -22.943 8.536 -1.772
C -22.405 9.395 -2.772
C -22.268 8.865 -4.059
C -22.562 7.523 -4.349
C -23.052 6.719 -3.353
H -23.220 8.848 -0.785
H -22.218 10.434 -2.572
H -21.843 9.486 -4.856
H -22.272 7.185 -5.351
H -23.211 5.693 -3.592
C -19.413 13.131 -4.831
C -20.808 13.545 -5.290
C -21.594 12.561 -6.137
O -22.697 12.282 -5.367
C -22.726 12.928 -4.219
O -23.530 12.713 -3.359
O -21.635 13.740 -4.131
H -19.587 12.228 -4.204
H -18.911 13.941 -4.258
H -18.803 12.795 -5.670
H -20.784 14.525 -5.828
H -21.075 11.676 -6.258
H -21.841 13.058 -7.078
C -27.181 5.702 0.311
C -27.706 7.048 0.016
C -27.737 7.872 1.230
O -27.394 9.180 0.745
C -26.631 8.975 -0.321
O -25.876 9.846 -0.741
O -26.761 7.758 -0.872
H -26.239 5.691 0.838
H -27.061 4.990 -0.502
H -28.010 5.200 0.845
H -28.605 6.990 -0.498
H -27.064 7.601 2.023
H -28.773 8.014 1.626
C -24.282 12.701 2.498
C -23.959 11.824 1.285
C -23.366 12.487 0.090
O -22.095 11.791 -0.067
C -21.878 10.893 0.861
O -20.898 10.222 1.080
O -22.929 10.886 1.754
H -24.729 13.647 2.301
H -23.491 12.912 3.183
H -25.085 12.271 3.130
H -24.752 11.091 0.941
H -23.138 13.583 0.157
H -23.933 12.384 -0.851
*
```

Results of the Mulliken charge analysis, in e, for atoms 1 through 5: -0.628, 1.122, -0.624, 0.452, -0.565

=====

# C48H51Cl5N5OY

A structure of composition C48H51Cl5N5OY (ωB97M-V/def2-TZVPD, OMol25).

Computed properties:
HOMO = -6.71 eV
F_max = 1.36 eV Å⁻¹
energy above the lowest of the compared OMol25 structures with the same formula, charge and spin = 0.00 kcal per mole
orbital gap = 0.2117 Eh
E = -123764.442 eV

Structure (ORCA input):
```
! wB97M-V def2-TZVPD RIJCOSX def2/J DEFGRID3
* xyz 0 1
Y 0.267 -0.093 -0.219
C 4.620 -3.933 -2.208
C 3.221 -4.452 -2.567
C 2.162 -3.804 -1.733
C 1.554 -4.298 -0.618
C 1.754 -5.635 0.024
C 0.730 -6.674 -0.448
C 0.647 -3.271 -0.153
C -0.211 -3.394 0.937
C -1.151 -2.462 1.366
C -1.996 -2.596 2.538
C -2.031 -3.794 3.439
C -0.854 -3.828 4.422
C -2.710 -1.442 2.632
C -2.331 -0.626 1.492
C -2.865 0.624 1.180
C -2.488 1.483 0.149
N -1.401 1.310 -0.660
C -1.389 2.341 -1.551
C -0.488 2.477 -2.606
C 0.491 1.571 -3.009
N 0.803 0.415 -2.354
C 1.627 -0.297 -3.177
C 2.044 -1.606 -2.951
C 1.648 -2.464 -1.928
N 0.737 -2.171 -0.956
C 1.908 0.468 -4.375
C 1.202 1.631 -4.270
C 1.094 2.738 -5.270
C 1.950 3.959 -4.914
C 2.796 0.015 -5.491
C 4.278 0.263 -5.188
C -2.491 3.235 -1.276
C -3.179 2.697 -0.228
C -4.407 3.234 0.439
C -4.055 4.110 1.649
C -2.804 4.488 -2.032
C -3.655 4.218 -3.280
N -1.395 -1.275 0.748
C -3.696 -1.049 3.686
C -5.144 -1.334 3.268
H 5.383 -4.413 -2.823
H 4.682 -2.854 -2.357
H 4.843 -4.134 -1.160
H 3.021 -4.269 -3.626
H 3.188 -5.533 -2.422
H 2.760 -5.991 -0.204
H 1.694 -5.528 1.109
H 0.806 -6.824 -1.525
H 0.902 -7.631 0.048
H -0.287 -6.349 -0.225
H -0.146 -4.315 1.502
H -2.969 -3.793 3.998
H -2.024 -4.702 2.831
H -0.902 -2.970 5.091
H -0.874 -4.736 5.027
H 0.096 -3.789 3.887
H -3.686 0.954 1.805
H -0.606 3.356 -3.229
H 2.729 -2.018 -3.681
H 1.397 2.366 -6.249
H 0.048 3.046 -5.351
H 3.007 3.691 -4.880
H 1.818 4.744 -5.660
H 1.675 4.365 -3.940
H 2.634 -1.049 -5.673
H 2.525 0.539 -6.409
H 4.585 -0.272 -4.288
H 4.901 -0.076 -6.017
H 4.462 1.326 -5.030
H -4.987 3.816 -0.280
H -5.040 2.403 0.757
H -3.462 4.969 1.329
H -4.954 4.473 2.149
H -3.459 3.543 2.367
H -3.335 5.183 -1.378
H -1.875 4.982 -2.329
H -4.616 3.787 -2.998
H -3.838 5.141 -3.831
H -3.152 3.509 -3.940
H -3.469 -1.589 4.607
H -3.580 0.014 3.908
H -5.281 -2.398 3.073
H -5.838 -1.031 4.053
H -5.396 -0.794 2.353
Cl 4.235 -3.205 5.269
C 3.220 -2.213 4.293
C 3.520 -2.006 2.948
Cl 4.936 -2.691 2.256
C 2.677 -1.234 2.170
Cl 3.029 -0.855 0.515
C 1.473 -0.685 2.662
O 0.668 -0.029 1.910
C 1.242 -0.845 4.050
Cl -0.125 -0.032 4.706
C 2.094 -1.595 4.846
Cl 1.767 -1.765 6.524
C -0.766 5.322 3.597
C -0.039 4.402 2.662
C -0.136 4.523 1.282
C 0.541 3.624 0.475
N 1.280 2.612 0.931
C 1.437 2.555 2.257
C 0.801 3.403 3.144
H -1.482 5.943 3.059
H -0.058 5.976 4.109
H -1.298 4.752 4.360
H -0.734 5.306 0.832
H 0.490 3.725 -0.599
H 2.116 1.803 2.634
H 0.944 3.283 4.211
*
```

Results of the Mulliken charge analysis, in e, for atoms 1 through 5: 0.563, -0.990, -1.239, 0.682, 0.990